Entry 1:
Formula: C28H58Cl30O3P
Source: the OMol25 dataset
Level of theory: wB97M-V/def2-TZVPD

Results
Calculated total energy ... -15474.14134 hartree
Frontier orbital gap ... 4.5 eV
E_HOMO ... -0.1116 hartree
Total charge ... -1
Lowest unoccupied orbital energy ... 1.48 eV
Molecular weight ... 1537.3 g mol⁻¹

Structure (XYZ):
```
120
C28H58Cl30O3P wB97M-V/def2-TZVPD
C -3.861 -2.452 0.980
C -3.213 -3.212 -0.047
P -1.372 -3.773 -0.089
C -1.367 -3.714 1.825
C -0.692 -1.995 -0.299
C -1.609 -0.972 -1.132
C -1.945 -1.486 -2.632
C -0.638 -1.850 -3.463
O -1.097 -2.597 -4.652
C -0.033 -3.335 -5.204
C 0.448 -4.690 -4.505
O 0.520 -2.959 -6.257
C 0.381 -4.583 -0.189
O 1.423 -3.877 0.527
C 2.652 -3.784 -0.211
C 3.158 -2.246 -0.089
C 3.529 -1.638 -1.549
H -4.193 -1.379 0.721
H -4.108 -2.856 2.014
H -3.879 -3.543 -0.943
H -1.467 -3.973 -1.540
H -1.885 -5.152 0.034
H -2.252 -4.363 2.176
H -0.451 -4.224 2.307
H -1.397 -2.667 2.267
H 0.300 -2.024 -0.890
H -0.416 -1.464 0.689
H -2.517 -0.577 -0.586
H -0.939 -0.046 -1.311
H -2.720 -2.325 -2.633
H -2.445 -0.608 -3.183
H 0.101 -2.513 -2.917
H -0.166 -0.890 -3.877
H 1.323 -4.397 -3.832
H -0.351 -5.139 -3.832
H 0.773 -5.447 -5.283
H 0.292 -5.621 0.309
H 0.597 -4.787 -1.291
H 2.567 -3.989 -1.323
H 3.432 -4.407 0.334
H 2.393 -1.580 0.412
H 4.122 -2.167 0.531
H 4.493 -1.030 -1.536
H 3.684 -2.461 -2.324
H 2.698 -0.968 -1.936
C 4.393 -2.924 -5.609
Cl 4.138 -4.266 -4.488
Cl 4.565 -1.389 -4.745
H 5.299 -3.111 -6.181
H 3.538 -2.857 -6.281
C 1.574 0.260 3.151
Cl 2.924 0.497 2.033
Cl 0.615 -1.159 2.709
H 1.969 0.123 4.156
H 0.937 1.142 3.121
C 0.136 4.421 2.545
Cl -0.147 3.128 3.717
Cl 0.295 5.990 3.347
H 1.054 4.208 1.999
H -0.703 4.460 1.853
C 7.973 -0.441 -4.274
Cl 8.296 1.243 -4.707
Cl 9.238 -1.514 -4.889
H 7.934 -0.526 -3.189
H 7.018 -0.739 -4.702
C 4.048 4.186 3.147
Cl 4.687 2.684 3.824
Cl 3.742 4.026 1.412
H 3.114 4.432 3.648
H 4.773 4.982 3.306
C 6.949 3.419 -1.065
Cl 6.119 1.924 -1.513
Cl 7.065 3.584 0.692
H 7.953 3.405 -1.486
H 6.393 4.265 -1.463
C -3.410 6.463 2.690
Cl -3.322 5.650 1.122
Cl -4.659 5.742 3.713
H -2.447 6.371 3.191
H -3.644 7.513 2.532
C -7.185 2.836 5.128
Cl -7.469 1.544 6.299
Cl -7.027 4.404 5.930
H -6.268 2.624 4.582
H -8.025 2.877 4.436
C -10.500 5.835 5.512
Cl -10.651 4.643 4.216
Cl -11.084 7.422 4.995
H -11.086 5.504 6.366
H -9.452 5.918 5.793
C 11.129 3.937 -6.027
Cl 12.598 4.523 -5.238
Cl 9.682 4.473 -5.166
H 11.096 4.321 -7.045
H 11.146 2.849 -6.044
C 8.474 0.416 -8.254
Cl 7.992 1.006 -9.849
Cl 10.108 0.947 -7.841
H 7.780 0.801 -7.510
H 8.447 -0.672 -8.257
C -10.472 1.516 8.758
Cl -10.628 0.326 7.463
Cl -11.051 3.105 8.242
H -11.059 1.187 9.613
H -9.423 1.597 9.039
C -5.037 -6.793 -1.144
Cl -3.894 -5.712 -1.948
Cl -4.834 -6.748 0.611
H -6.050 -6.483 -1.392
H -4.867 -7.810 -1.494
C -4.564 -7.684 4.450
Cl -4.215 -6.013 3.998
Cl -3.306 -8.782 3.871
H -4.620 -7.752 5.535
H -5.517 -7.976 4.012
C -2.547 10.598 1.830
Cl -1.113 9.748 1.246
Cl -3.205 9.824 3.277
H -2.277 11.624 2.071
H -3.306 10.590 1.049
```

Atomic partial charges in e from the Mulliken method, atoms 1 to 5: number 1, C, carries -0.9756; number 2, C, carries -0.1968; number 3, P, carries 2.5822; number 4, C, carries -1.2549; number 5, C, carries 0.9097


Entry 2:
Formula: C28H58ClN2O2
Source: the OMol25 dataset
Level of theory: wB97M-V/def2-TZVPD

Results
Expectation value of S² ... 0.75
Calculated total energy ... -1821.54771 hartree
Frontier orbital gap (spin up / spin down) ... 9.3 / 9.3 eV
E_HOMO (spin up / spin down) ... -0.3514 / -0.3705 hartree
2S+1 ... 2
Lowest unoccupied orbital energy (spin up / spin down) ... -0.29 / -0.77 eV
Molecular weight ... 490.2 g mol⁻¹

Structure (XYZ):
```
91
C28H58ClN2O2 wB97M-V/def2-TZVPD
C -5.386 -0.932 -3.083
C -4.773 -2.264 -2.306
C -5.247 -3.561 -3.252
C -3.112 -2.316 -2.327
C -2.410 -1.694 -0.983
Cl -1.874 -3.157 0.066
N -1.145 -0.994 -1.419
C -1.025 0.266 -0.890
O -1.019 1.613 -0.689
C -3.516 -0.751 -0.231
C -4.953 -1.506 0.095
C -4.895 -2.343 1.542
C -6.075 -0.305 0.344
N -5.378 -2.517 -0.944
O -6.724 -2.454 -1.140
H -6.539 -1.002 -3.300
H -5.192 0.076 -2.521
H -4.862 -0.893 -4.154
H -4.330 -3.967 -3.892
H -6.144 -3.216 -3.924
H -5.669 -4.403 -2.519
H -2.822 -3.458 -2.367
H -2.743 -1.736 -3.275
H -3.813 0.232 -0.840
H -3.139 -0.338 0.824
H -4.989 -3.502 1.274
H -5.814 -2.109 2.238
H -3.852 -2.235 2.082
H -5.633 0.418 1.177
H -7.057 -0.776 0.832
H -6.329 0.255 -0.663
C -3.355 3.766 -2.568
C -2.077 4.322 -3.175
C -1.211 5.083 -2.170
C -1.858 6.333 -1.560
C -2.318 7.391 -2.566
C -1.177 7.980 -3.382
H -4.008 4.562 -2.200
H -3.914 3.200 -3.321
H -3.131 3.090 -1.736
H -2.323 4.959 -4.031
H -1.490 3.486 -3.574
H -0.270 5.364 -2.659
H -0.934 4.406 -1.353
H -1.141 6.790 -0.867
H -2.718 6.036 -0.947
H -2.807 8.204 -2.015
H -3.076 6.978 -3.238
H -0.427 8.438 -2.729
H -1.558 8.755 -4.055
H -0.685 7.221 -3.996
C 6.017 -0.621 0.163
C 5.471 -0.880 -1.232
C 4.160 -0.143 -1.515
C 2.980 -0.535 -0.619
C 2.609 -2.020 -0.636
C 2.157 -2.512 -2.003
H 5.335 -0.979 0.938
H 6.972 -1.141 0.296
H 6.190 0.449 0.322
H 5.346 -1.957 -1.383
H 6.218 -0.552 -1.965
H 3.888 -0.303 -2.565
H 4.328 0.936 -1.410
H 2.104 0.052 -0.924
H 3.193 -0.240 0.415
H 1.791 -2.182 0.078
H 3.447 -2.630 -0.284
H 1.291 -1.943 -2.355
H 1.870 -3.566 -1.947
H 2.954 -2.425 -2.747
C 3.951 -2.715 3.111
C 5.068 -1.882 3.720
C 5.885 -2.640 4.768
C 5.103 -3.100 6.004
C 4.395 -1.988 6.784
C 5.354 -0.961 7.368
H 3.214 -3.015 3.861
H 3.426 -2.137 2.343
H 4.351 -3.619 2.639
H 4.650 -0.965 4.148
H 5.744 -1.566 2.917
H 6.724 -2.008 5.084
H 6.335 -3.523 4.299
H 5.795 -3.620 6.678
H 4.357 -3.847 5.707
H 3.833 -2.445 7.607
H 3.658 -1.485 6.151
H 6.075 -1.438 8.039
H 4.798 -0.214 7.944
H 5.906 -0.432 6.586
```

Atomic partial charges in e from the Mulliken method, atoms 1 to 5: number 1, C, carries -1.0699; number 2, C, carries 1.1875; number 3, C, carries -1.1993; number 4, C, carries -1.4887; number 5, C, carries 1.0977


Entry 3:
Formula: C28H58GeN3O3RuSSbSe4Si2
Source: the OMol25 dataset
Level of theory: wB97M-V/def2-TZVPD

Results
Expectation value of S² ... 6.05
Calculated total energy ... -14486.83422 hartree
Frontier orbital gap (spin up / spin down) ... 3.3 / 3.2 eV
E_HOMO (spin up / spin down) ... -0.0097 / -0.0097 hartree
2S+1 ... 5
Total charge ... -2
Lowest unoccupied orbital energy (spin up / spin down) ... 3.04 / 2.93 eV
Molecular weight ... 1184.3 g mol⁻¹

Structure (XYZ):
```
102
C28H58GeN3O3RuSSbSe4Si2 wB97M-V/def2-TZVPD
Ru -0.057 0.014 1.352
C 3.743 -1.686 1.809
C 3.205 -1.586 0.375
C 4.354 -1.401 -0.598
C 2.392 -2.871 0.090
O 2.387 -0.396 0.384
Si 2.520 1.079 -0.354
S 0.465 1.728 -0.286
O 3.549 2.040 0.471
C 3.679 2.769 1.686
C 2.506 2.537 2.630
C 4.979 2.309 2.341
C 3.772 4.246 1.317
O 3.043 1.063 -1.879
C 3.931 1.866 -2.639
C 5.363 1.684 -2.144
C 3.500 3.329 -2.558
C 3.807 1.352 -4.071
H 4.470 -2.499 1.891
H 2.920 -1.872 2.500
H 4.234 -0.751 2.084
H 4.947 -2.315 -0.643
H 4.987 -0.574 -0.253
H 4.001 -1.194 -1.608
H 3.017 -3.655 0.543
H 1.467 -4.098 -1.312
H 0.426 -2.334 0.343
H 2.539 1.532 3.051
H 1.556 2.673 2.114
H 2.550 3.257 3.450
H 4.913 1.250 2.591
H 5.168 2.873 3.258
H 5.818 2.451 1.658
H 2.830 4.581 0.880
H 4.573 4.404 0.592
H 3.976 4.849 2.204
H 5.444 1.955 -1.090
H 6.037 2.321 -2.723
H 5.671 0.645 -2.266
H 3.600 3.711 -1.540
H 2.457 3.425 -2.862
H 4.120 3.939 -3.220
H 4.016 0.282 -4.099
H 4.509 1.880 -4.723
H 2.793 1.511 -4.441
Se -5.864 2.352 0.701
Sb -4.229 2.376 2.573
Se -1.777 1.746 1.374
Se -3.884 4.520 3.621
Se -5.942 0.917 3.639
C -4.503 -0.430 -1.514
N -3.879 -1.013 -0.332
C -4.709 -1.314 0.836
C -2.588 -1.135 -0.255
N -1.442 -1.275 -0.158
H -5.024 0.484 -1.233
H -5.210 -1.142 -1.947
H -3.734 -0.201 -2.247
H -5.296 -0.438 1.101
H -4.069 -1.571 1.678
H -5.370 -2.156 0.617
C -2.510 -0.313 4.480
Ge -0.768 0.579 4.626
C -0.717 2.525 4.771
C -0.213 0.057 6.473
C 0.344 -0.426 3.367
H -2.337 -1.346 4.796
H -2.849 -0.348 3.446
H -3.304 0.123 5.083
H -1.614 2.846 5.300
H -0.684 3.079 3.836
H 0.157 2.783 5.374
H -0.858 0.539 7.212
H 0.818 0.368 6.668
H -0.274 -1.025 6.617
H 0.209 -1.479 3.622
H 1.405 -0.171 3.434
C 1.827 -4.895 2.808
Si 0.509 -4.290 1.613
C -1.046 -3.867 2.588
C 0.095 -5.718 0.461
N 1.134 -2.852 0.864
C 2.197 -3.273 -1.399
C 3.456 -3.808 -2.048
C 4.003 -3.265 -3.173
C 3.457 -2.156 -3.854
C 2.228 -1.670 -3.343
C 1.613 -2.151 -2.230
H 1.484 -5.786 3.343
H 2.055 -4.121 3.545
H 2.753 -5.158 2.290
H -1.897 -4.478 2.274
H -1.325 -2.823 2.462
H -0.894 -4.025 3.660
H -0.403 -6.516 1.025
H 0.983 -6.142 -0.012
H -0.581 -5.387 -0.331
H 3.931 -4.669 -1.578
H 4.917 -3.717 -3.561
H 3.914 -1.748 -4.746
H 1.731 -0.856 -3.871
H 0.640 -1.755 -1.946
```

Atomic partial charges in e from the Mulliken method, atoms 1 to 5: number 1, Ru, carries 0.9254; number 2, C, carries -0.9548; number 3, C, carries 2.1821; number 4, C, carries -1.3898; number 5, C, carries -2.6964


Entry 4:
Formula: C28H59B2FN3O5
Source: the OMol25 dataset
Level of theory: wB97M-V/def2-TZVPD

Results
Expectation value of S² ... 3.76
Calculated total energy ... -1792.30276 hartree
Frontier orbital gap (spin up / spin down) ... 8.2 / 9.4 eV
E_HOMO (spin up / spin down) ... -0.2834 / -0.3289 hartree
2S+1 ... 4
Lowest unoccupied orbital energy (spin up / spin down) ... 0.50 / 0.48 eV
Molecular weight ... 558.4 g mol⁻¹

Structure (XYZ):
```
98
C28H59B2FN3O5 wB97M-V/def2-TZVPD
O -3.249 -1.070 -1.049
B -2.399 -1.424 -2.058
O -2.156 -2.776 -2.300
C -1.693 -0.280 -2.871
B -2.655 0.408 -3.888
F -3.877 0.781 -3.501
H -3.875 -1.760 -0.818
H -2.603 -3.164 -3.049
H -0.814 -0.648 -3.395
H -1.393 0.479 -2.138
H -2.370 0.616 -5.027
C 2.075 1.018 3.705
C 2.163 1.375 2.216
C 1.223 2.538 1.871
C -0.252 2.146 1.879
C -0.510 0.953 0.962
C 0.382 -0.256 1.280
N 1.809 0.212 1.326
O 2.369 0.261 0.175
C -0.032 -0.901 2.600
C 0.254 -1.304 0.183
C 3.611 1.758 1.926
H 2.560 0.060 3.900
H 2.606 1.788 4.268
H 1.062 0.981 4.099
H 1.491 2.911 0.877
H 1.411 3.349 2.580
H -0.586 1.927 2.897
H -0.850 2.995 1.539
H -1.553 0.633 1.025
H -0.328 1.251 -0.076
H 0.733 -1.604 2.936
H -0.963 -1.452 2.462
H -0.207 -0.181 3.393
H 0.466 -0.890 -0.799
H -0.770 -1.682 0.195
H 0.932 -2.142 0.352
H 4.276 0.911 2.098
H 3.894 2.568 2.601
H 3.742 2.091 0.901
C -0.250 -1.126 8.740
C 0.121 -0.428 7.429
C 1.507 0.226 7.519
C 1.530 1.472 8.399
C 0.481 2.485 7.946
C -0.935 1.900 7.866
N -0.869 0.641 7.047
O -0.926 0.855 5.785
C -1.512 1.647 9.261
C -1.869 2.875 7.155
C 0.107 -1.476 6.324
H -1.309 -1.387 8.754
H 0.328 -2.048 8.809
H -0.026 -0.542 9.628
H 1.825 0.496 6.507
H 2.213 -0.523 7.888
H 1.378 1.205 9.448
H 2.519 1.932 8.345
H 0.458 3.344 8.622
H 0.753 2.862 6.955
H -2.410 1.029 9.201
H -1.789 2.607 9.695
H -0.814 1.176 9.946
H -1.490 3.156 6.177
H -1.963 3.772 7.770
H -2.859 2.436 7.026
H -0.890 -1.899 6.192
H 0.796 -2.284 6.577
H 0.409 -1.029 5.382
C -1.120 -1.997 -10.228
C -0.887 -0.733 -9.397
C 0.356 0.027 -9.877
C 1.666 -0.670 -9.521
C 1.748 -0.955 -8.024
C 0.547 -1.744 -7.489
N -0.709 -1.044 -7.936
O -1.047 -0.077 -7.166
C 0.588 -3.202 -7.954
C 0.561 -1.752 -5.963
C -2.130 0.142 -9.539
H -1.854 -2.645 -9.748
H -1.513 -1.699 -11.200
H -0.218 -2.574 -10.412
H 0.346 1.023 -9.423
H 0.273 0.167 -10.958
H 1.777 -1.595 -10.095
H 2.503 -0.032 -9.812
H 2.657 -1.514 -7.786
H 1.804 -0.006 -7.482
H -0.366 -3.695 -7.765
H 1.357 -3.721 -7.381
H 0.837 -3.322 -9.004
H 0.600 -0.745 -5.557
H 1.440 -2.303 -5.626
H -0.329 -2.246 -5.569
H -3.006 -0.363 -9.131
H -2.299 0.330 -10.601
H -2.014 1.092 -9.027
```

Atomic partial charges in e from the Mulliken method, atoms 1 to 5: number 1, O, carries -0.5507; number 2, B, carries 0.7400; number 3, O, carries -0.6073; number 4, C, carries -0.0813; number 5, B, carries 0.3965


What is the formula in the second record?
C28H58ClN2O2


calculated total energy of number 3 (C28H58GeN3O3RuSSbSe4Si2)?
-14486.83422 hartree


Which of these has the highest molecular weight?
C28H58Cl30O3P